Record 1
7
Properties=species:S:1:pos:R:3 method="wB97M-V/def2-TZVPD" e_homo_ev=-10.6 relative_energy_kcal_mol=64.2 gap_ev=11.09
H 0.589 -0.471 0.813
O 1.845 0.566 1.621
C 1.156 0.376 0.624
N 1.228 0.921 -0.507
O 2.258 1.975 -0.319
O 2.039 3.163 1.892
S 2.699 2.061 1.300

Record 2
7
Properties=species:S:1:pos:R:3 method="wB97M-V/def2-TZVPD" e_homo_ev="-10.1 / -10.1" relative_energy_kcal_mol=160.3 gap_ev="7.44 / 7.45"
O -0.481 0.993 0.446
H 2.548 -0.382 0.130
C -1.265 -0.008 -0.056
O 1.804 -0.424 0.738
N 0.440 0.701 -0.518
O -0.340 -0.286 -1.033
S -2.706 -0.593 0.294

Record 3
7
Properties=species:S:1:pos:R:3 method="wB97M-V/def2-TZVPD" e_homo_ev=-12.6 relative_energy_kcal_mol=46.5 smiles="O=S(=O)=O.C#N" gap_ev=10.79
H -1.880 0.479 -1.035
O 2.760 -1.249 1.142
O 2.319 -0.446 -1.199
N -3.503 0.941 0.414
O 0.864 0.093 0.749
S 2.068 -0.446 0.204
C -2.629 0.628 -0.275

Record 4
7
Properties=species:S:1:pos:R:3 method="wB97M-V/def2-TZVPD" e_homo_ev="-7.6 / -10.7" relative_energy_kcal_mol=30.3 multiplicity=3 gap_ev="8.13 / 6.62"
S 2.487 1.902 2.230
H -0.454 0.827 -0.029
O 3.270 1.782 1.023
N 0.954 -0.182 1.273
O 1.675 -0.409 2.194
O 1.173 2.473 2.173
C 0.010 0.101 0.561

no.,DFT total energy (eV),maximum force (eV Å⁻¹)
1,-19517.7706,6.87
2,-19513.6030,3.23
3,-19518.5386,2.51
4,-19513.4171,6.71